A 4-piece molecular cluster, C19H46BrO11S overall at a distorted geometry, computed with the ωB97M-V functional and the def2-TZVPD basis.

Results
M	562.54	g mol⁻¹
LUMO	-6.081	eV
calculated total energy	-123831.92055	eV
E_HOMO	-10.2	eV
Kohn-Sham gap	4.15	eV
charge	+1

CARTESIAN COORDINATES (ANGSTROEM)
1 O 1.30429 -5.31282 -2.99434
2 O 0.21358 -5.77873 -2.21786
3 C -0.48500 -6.68229 -2.93781
4 S -2.09100 -6.02262 -3.58943
5 Br -1.84641 -3.88269 -3.76877
6 H 0.99716 -4.50466 -3.45120
7 H 0.06443 -7.07688 -3.77792
8 H -0.77599 -7.50847 -2.29868
9 H -2.89523 -6.11810 -2.51294
10 C -3.65230 1.11951 1.55727
11 O -2.78481 0.04456 1.86869
12 C -2.92427 -0.47533 3.18012
13 C -3.04244 -1.98350 3.19897
14 O -4.21697 -2.52010 2.61369
15 C -4.40672 -2.44462 1.21876
16 C -3.48041 -3.29699 0.37571
17 O -2.13788 -2.84289 0.41754
18 C -1.17725 -3.84915 0.64802
19 H -3.21126 2.07175 1.86800
20 H -3.79097 1.13402 0.47598
21 H -4.63318 1.00360 2.02730
22 H -3.78702 -0.03427 3.68797
23 H -2.02462 -0.20851 3.74849
24 H -3.10009 -2.27724 4.24933
25 H -2.14174 -2.45353 2.79917
26 H -4.41127 -1.41055 0.86907
27 H -5.41612 -2.83238 1.05619
28 H -3.82715 -3.22830 -0.66743
29 H -3.55715 -4.34319 0.69404
30 H -1.55355 -4.62618 1.31960
31 H -0.31229 -3.38549 1.12075
32 H -0.85050 -4.30296 -0.29851
33 C 4.51782 -1.43942 -1.13293
34 O 4.85638 -1.89450 -2.42768
35 C 4.21902 -3.08517 -2.83670
36 C 3.60421 -2.96988 -4.21667
37 O 2.50117 -2.08594 -4.33879
38 C 2.71606 -0.68400 -4.22896
39 C 3.50614 -0.04811 -5.35099
40 O 4.85687 -0.46226 -5.36384
41 C 5.36055 -0.84269 -6.62869
42 H 5.15029 -1.91158 -0.37581
43 H 4.68521 -0.36339 -1.10618
44 H 3.46570 -1.63100 -0.89793
45 H 3.45259 -3.39106 -2.11517
46 H 4.97685 -3.87765 -2.88108
47 H 3.18569 -3.95487 -4.45469
48 H 4.36595 -2.77831 -4.97332
49 H 3.13428 -0.42509 -3.25544
50 H 1.71501 -0.24711 -4.26581
51 H 3.48052 1.03714 -5.19201
52 H 3.01789 -0.26016 -6.30805
53 H 4.60100 -1.35004 -7.23142
54 H 6.18395 -1.53681 -6.46222
55 H 5.74027 0.02438 -7.17675
56 C -0.29087 3.13543 1.95578
57 O -1.15355 3.98483 2.68098
58 C -1.27397 3.68174 4.06076
59 C -1.08828 4.89329 4.94908
60 O 0.20640 5.45886 4.96017
61 C 0.68208 6.14208 3.81473
62 C -0.00806 7.44778 3.48632
63 O -1.34753 7.26840 3.06389
64 C -2.28966 8.12238 3.67800
65 H -0.83088 2.25023 1.60119
66 H 0.07699 3.68900 1.09142
67 H 0.57078 2.81972 2.55196
68 H -0.56286 2.90244 4.35396
69 H -2.28821 3.29846 4.23506
70 H -1.24737 4.54828 5.97416
71 H -1.85651 5.64453 4.75493
72 H 0.71417 5.48424 2.94357
73 H 1.71834 6.39153 4.05560
74 H 0.54895 7.91547 2.66433
75 H 0.04637 8.11445 4.35282
76 H -2.03945 8.31543 4.72521
77 H -3.25903 7.62473 3.64633
78 H -2.36708 9.07322 3.14117

=====

A 7-piece molecular cluster, C34H67BF3O15 overall at a distorted geometry, computed with the ωB97M-V functional and the def2-TZVPD basis.

Results
M	783.70	g mol⁻¹
LUMO	1.579	eV
calculated total energy	-75887.66530	eV
E_HOMO	-4.5	eV
Kohn-Sham gap	6.12	eV
charge	-1

CARTESIAN COORDINATES (ANGSTROEM)
1 C 5.69360 -1.84188 -0.99554
2 C 4.88079 -0.68416 -0.20264
3 C 3.55655 -0.26193 -0.99137
4 C 5.80245 0.51776 0.28846
5 C 5.98584 1.74010 -0.72130
6 C 4.84603 2.87518 -0.54381
7 C 6.22496 1.33872 -2.25215
8 O 5.07486 1.53615 -3.09774
9 B 5.50870 1.84964 -4.50113
10 O 4.37040 1.35583 -5.33619
11 C 4.55202 -0.05588 -5.51648
12 C 6.15019 -0.08039 -5.73768
13 C 7.01499 -1.25950 -5.08217
14 F 7.46674 -2.11243 -6.12281
15 F 8.17720 -0.81592 -4.42942
16 F 6.20441 -2.04326 -4.25525
17 O 6.65681 1.08259 -5.02475
18 H 5.82914 -2.75002 -0.30442
19 H 5.11318 -2.23648 -1.89156
20 H 6.75108 -1.51628 -1.26444
21 H 4.51637 -1.21080 0.74966
22 H 2.75327 -1.03028 -0.69281
23 H 3.70570 -0.41058 -2.10852
24 H 3.13070 0.75240 -0.70967
25 H 5.31669 0.92936 1.24429
26 H 6.79765 0.06625 0.62398
27 H 6.95169 2.27090 -0.39270
28 H 3.93497 2.68702 -1.18064
29 H 4.63394 2.99631 0.56392
30 H 5.33528 3.85061 -0.90072
31 H 6.64923 0.30019 -2.40818
32 H 7.02968 2.06442 -2.64447
33 H 5.47879 3.03640 -4.69584
34 H 4.06569 -0.21757 -6.54563
35 H 4.07739 -0.77983 -4.78702
36 H 6.39531 0.04009 -6.84445
37 O 1.65108 1.91254 0.25379
38 C 0.92957 1.28180 0.98812
39 O -0.02598 0.48831 0.47381
40 C -0.80987 -0.42968 1.24543
41 C -2.00202 0.26409 1.87374
42 C 1.02934 1.44342 2.47833
43 H -0.19117 -0.95326 1.97833
44 H -1.16664 -1.18905 0.54569
45 H -1.69139 1.04344 2.57367
46 H -2.62444 -0.45402 2.41008
47 H -2.60632 0.74979 1.10706
48 H 0.47319 2.33355 2.77828
49 H 2.07968 1.56865 2.73753
50 H 0.67637 0.58348 3.04344
51 O 3.82238 -0.23724 3.12481
52 C 4.08664 -0.21821 4.30304
53 O 3.17845 0.25457 5.18336
54 C 3.29893 0.15589 6.61216
55 C 4.12818 1.28716 7.18333
56 C 5.44457 -0.63061 4.79233
57 H 3.67437 -0.82774 6.90346
58 H 2.28180 0.22678 7.00572
59 H 5.15009 1.26501 6.80893
60 H 4.15724 1.22680 8.27325
61 H 3.70584 2.25159 6.89395
62 H 6.13618 0.20683 4.67354
63 H 5.79106 -1.47107 4.18784
64 H 5.45456 -0.97368 5.82563
65 O 5.80781 2.12364 4.88328
66 C 5.59506 3.17179 4.31474
67 O 6.51646 4.14645 4.34172
68 C 6.44007 5.34522 3.55752
69 C 5.59312 6.39550 4.24782
70 C 4.27284 3.42916 3.65114
71 H 6.09908 5.12853 2.54290
72 H 7.46368 5.71484 3.46552
73 H 4.56105 6.06154 4.37301
74 H 5.58879 7.32234 3.67254
75 H 5.98310 6.60161 5.24680
76 H 3.55201 3.75372 4.40365
77 H 3.92831 2.49772 3.19893
78 H 4.31721 4.16105 2.84759
79 O -5.01793 0.79439 0.65139
80 C -5.74964 -0.15996 0.77804
81 O -5.23529 -1.39374 0.88402
82 C -6.00786 -2.55903 1.21115
83 C -6.65614 -3.14403 -0.02613
84 C -7.24456 0.00690 0.72879
85 H -6.72861 -2.34259 2.00301
86 H -5.30530 -3.28564 1.62552
87 H -7.35885 -2.44317 -0.48228
88 H -7.19350 -4.05999 0.21896
89 H -5.89878 -3.36933 -0.78072
90 H -7.56847 0.04628 -0.31184
91 H -7.50170 0.94531 1.22273
92 H -7.79259 -0.77413 1.25155
93 O -8.03361 -0.73381 -2.99749
94 C -7.35544 0.20758 -3.34211
95 O -7.74961 0.97527 -4.37153
96 C -7.11743 2.20849 -4.74321
97 C -5.92246 1.96031 -5.64160
98 C -6.02951 0.47936 -2.68984
99 H -6.86552 2.80108 -3.86099
100 H -7.86684 2.78087 -5.29460
101 H -5.15115 1.37803 -5.13379
102 H -5.48420 2.90515 -5.96565
103 H -6.22199 1.38942 -6.52266
104 H -5.26998 -0.16111 -3.14020
105 H -6.11447 0.24659 -1.62899
106 H -5.71332 1.51841 -2.74936
107 O -9.11352 -4.71404 0.36769
108 C -9.81732 -5.19786 -0.48687
109 O -10.08378 -6.51513 -0.46930
110 C -11.04105 -7.15382 -1.32443
111 C -10.42965 -7.49586 -2.66835
112 C -10.32833 -4.35979 -1.62534
113 H -11.94843 -6.55246 -1.41485
114 H -11.33299 -8.07703 -0.81890
115 H -10.11010 -6.60018 -3.20480
116 H -11.14739 -8.03307 -3.29001
117 H -9.54295 -8.11837 -2.53456
118 H -9.55135 -4.27885 -2.38688
119 H -10.56245 -3.36548 -1.24287
120 H -11.24365 -4.73813 -2.07585

=====

A 2-piece molecular cluster, C6H14N2O2 overall, computed with the ωB97M-V functional and the def2-TZVPD basis.

Results
M	146.19	g mol⁻¹
LUMO	0.560	eV
calculated total energy	-13525.16320	eV
E_HOMO	-9.0	eV
Kohn-Sham gap	9.52	eV
charge	0
ΔE to the lowest compared entry with this formula, charge and spin	0.461	eV

CARTESIAN COORDINATES (ANGSTROEM)
1 C -0.03581 0.53873 -3.43597
2 N -0.66656 -0.72865 -3.07626
3 C -0.81132 -1.05496 -1.77209
4 C -1.59626 -2.32126 -1.50999
5 O -0.29792 -0.41089 -0.86982
6 H 0.68922 0.77449 -2.66684
7 H 0.44579 0.42146 -4.40753
8 H -0.75889 1.35393 -3.50873
9 H -1.08318 -1.25885 -3.82163
10 H -1.63951 -2.52647 -0.45016
11 H -2.61115 -2.24158 -1.90178
12 H -1.09847 -3.19226 -1.93149
13 C -1.00053 0.76411 3.11643
14 N -0.09446 0.51405 2.00627
15 C 1.19738 0.91308 2.10917
16 C 2.19285 0.27057 1.16826
17 O 1.53376 1.72385 2.95954
18 H -1.87528 0.13081 2.98302
19 H -0.47156 0.60574 4.05354
20 H -1.37029 1.78851 3.11472
21 H -0.40683 -0.08965 1.26266
22 H 2.72132 -0.43543 1.81052
23 H 1.66875 -0.31511 0.41336
24 H 2.83380 1.02420 0.72311